Record 1
C4H11NO | ωB97M-V/def2-TZVPD

Computed properties:
* LUMO (alpha / beta): -3.572 / -9.023 eV
* <S²>: 0.755
* total energy: -288.604487 a.u.
* molar mass: 89.14 g/mol
* 2S+1: 2
* relative energy (zero: lowest compared OMol25 entry of this formula, charge and spin): 290.8 kJ/mol
* net charge: +1
* HOMO-LUMO gap (alpha / beta): 0.394 / 0.192 Ha

```
17
C4H11NO ωB97M-V/def2-TZVPD
C -0.1543 -0.6964 0.0903
C -0.1954 0.4481 -0.8973
C -1.6614 0.8786 -1.3219
O 0.8828 0.6165 -1.8299
C 1.1034 -0.4245 1.1203
N 0.9604 -1.0208 2.4003
H -1.1535 -0.7258 0.7058
H -0.0295 -1.6722 -0.4117
H 0.1673 1.4112 -0.3912
H -2.4134 0.1397 -0.9799
H -1.8745 0.8205 -2.4221
H -1.9037 1.8844 -0.9696
H 0.5537 0.2326 -2.7351
H 1.9961 -0.7860 0.6545
H 1.3150 0.6618 1.2178
H 0.5297 -0.3894 3.0697
H 1.8773 -1.3783 2.7000
```


Record 2
C4H11NO | ωB97M-V/def2-TZVPD

Computed properties:
* LUMO (alpha / beta): -4.624 / -9.523 eV
* <S²>: 0.755
* total energy: -288.652183 a.u.
* molar mass: 89.14 g/mol
* 2S+1: 2
* relative energy (zero: lowest compared OMol25 entry of this formula, charge and spin): 165.6 kJ/mol
* net charge: +1
* HOMO-LUMO gap (alpha / beta): 0.376 / 0.196 Ha

```
17
C4H11NO ωB97M-V/def2-TZVPD
C 1.9172 0.4224 -0.6599
C 1.7917 1.6965 0.1349
O 2.1918 1.8087 1.3042
N 1.1937 2.7096 -0.4926
H 1.1603 3.6317 -0.0605
H 1.1836 2.6793 -1.5090
H 1.4717 -0.4355 -0.1391
H 2.9324 0.1490 -0.9383
H 1.2920 0.3663 -1.5540
C -2.2869 -2.2786 0.3004
C -1.4874 -1.0000 0.6478
H -3.3205 -1.9551 0.1947
H -1.9120 -2.7448 -0.6047
H -2.2394 -2.9794 1.1278
H -0.4285 -1.2417 0.7743
H -1.8581 -0.5972 1.5882
H -1.6015 -0.2314 -0.1142
```


Record 3
C4H11NO2 | ωB97M-V/def2-TZVPD

Computed properties:
* LUMO (alpha / beta): 3.912 / 3.794 eV
* <S²>: 0.753
* total energy: -364.151038 a.u.
* molar mass: 105.14 g/mol
* 2S+1: 2
* relative energy (zero: lowest compared OMol25 entry of this formula, charge and spin): 230.0 kJ/mol
* net charge: -1
* HOMO-LUMO gap (alpha / beta): 0.123 / 0.275 Ha

```
18
C4H11NO2 ωB97M-V/def2-TZVPD
C -0.9063 0.9316 -2.4999
N 0.2322 0.4989 -1.6231
C -0.1003 0.2183 -0.1847
C 1.3353 -0.1893 0.4054
C 1.3333 -0.2283 1.9390
O 0.5725 -0.8874 2.5939
H -0.6694 0.4380 -3.4220
H -1.0887 1.9833 -2.7960
H -1.8012 0.4341 -2.1449
H 0.9360 1.2241 -1.6825
H -0.7520 -0.6204 -0.0710
H -0.5809 1.1151 0.3612
H 1.5863 -1.1905 -0.0735
H 2.0934 0.4523 0.2159
H 2.1346 0.3479 2.4324
H -1.8616 -1.1372 2.7827
H -0.7560 -1.7772 1.7925
O -1.7073 -1.6135 1.9746
```


Record 4
C4H11NO2 | ωB97M-V/def2-TZVPD

Computed properties:
* LUMO (alpha / beta): 3.843 / 3.780 eV
* <S²>: 0.754
* total energy: -364.154635 a.u.
* molar mass: 105.14 g/mol
* 2S+1: 2
* relative energy (zero: lowest compared OMol25 entry of this formula, charge and spin): 220.6 kJ/mol
* net charge: -1
* HOMO-LUMO gap (alpha / beta): 0.127 / 0.251 Ha

```
18
C4H11NO2 ωB97M-V/def2-TZVPD
C -1.7651 -1.1623 -0.7247
N -1.0969 -0.2368 0.1450
C -1.9689 0.6018 0.9280
C 0.1372 0.3679 -0.2834
C 1.0315 -0.5507 -1.1594
O 1.7376 -0.2528 -2.1951
H -1.9611 -0.7124 -1.7166
H -1.0801 -1.9683 -0.9630
H -2.7077 -1.5126 -0.3167
H -2.5861 -0.0043 1.6111
H -2.6088 1.2523 0.2969
H -1.3465 1.2114 1.5832
H 0.8125 0.5895 0.5569
H 0.0098 1.3748 -0.7328
H 0.9650 -1.5203 -0.6201
H 4.2436 1.5447 1.5265
H 3.9663 0.4003 0.5732
O 4.2178 0.5776 1.4911
```


Record 5
C4H11NO2 | ωB97M-V/def2-TZVPD

Computed properties:
* LUMO (alpha / beta): 4.195 / 3.977 eV
* <S²>: 0.754
* total energy: -364.175821 a.u.
* molar mass: 105.14 g/mol
* 2S+1: 2
* relative energy (zero: lowest compared OMol25 entry of this formula, charge and spin): 165.0 kJ/mol
* net charge: -1
* HOMO-LUMO gap (alpha / beta): 0.146 / 0.272 Ha

```
18
C4H11NO2 ωB97M-V/def2-TZVPD
C 0.1299 -1.0526 -1.6632
N 0.9356 -1.0727 -0.4495
C -1.1697 -0.5463 0.7837
C 0.3646 -0.6306 0.8136
C 0.9998 0.7191 1.2565
O 1.9667 1.2920 0.6405
H -0.6816 -1.7884 -1.6815
H 0.8131 -1.2067 -2.5052
H -0.2817 -0.0461 -1.7828
H 1.4548 -1.9306 -0.3711
H -1.5730 -0.5559 1.8009
H -1.6428 -1.3225 0.1799
H -1.4949 0.4159 0.3806
H 0.6249 -1.3844 1.5764
H 0.6067 1.0422 2.2493
H 0.2944 2.7202 0.0018
H -1.0349 2.3641 -0.5162
O -0.3118 2.9832 -0.7137
```


Record 6
C4H11NO2 | ωB97M-V/def2-TZVPD

Computed properties:
* LUMO (alpha / beta): 3.890 / 3.860 eV
* <S²>: 0.753
* total energy: -364.189602 a.u.
* molar mass: 105.14 g/mol
* 2S+1: 2
* relative energy (zero: lowest compared OMol25 entry of this formula, charge and spin): 128.8 kJ/mol
* net charge: -1
* HOMO-LUMO gap (alpha / beta): 0.136 / 0.263 Ha

```
18
C4H11NO2 ωB97M-V/def2-TZVPD
O 1.5034 -1.8965 -0.9740
C 1.2344 -1.9457 0.2692
C 0.8189 -0.7209 1.0402
C -0.5647 -0.2397 0.5173
C -0.8423 1.2848 0.5009
N -2.1934 1.5966 0.8868
H 1.0068 -2.9771 0.6547
H 0.7577 -0.9228 2.1151
H 1.4861 0.1251 0.8186
H -1.2684 -0.6852 1.2441
H -0.8397 -0.7055 -0.4460
H -0.1473 1.7383 1.2395
H -0.5634 1.5953 -0.5127
H -2.4078 2.5744 0.7705
H -2.9320 1.0042 0.5460
H 2.2381 -0.1392 -2.3878
H 0.9586 -0.0895 -3.2570
O 1.7548 0.4036 -3.0255
```